Density functional theory data (ωB97M-V with the def2-TZVPD basis set) for C24H12AgCl2F7N3O6S as an isolated structure in a non-equilibrium geometry.

CARTESIAN COORDINATES (ANGSTROEM)
C (3.5805, 3.9484, 0.5698)
C (2.5577, 3.2218, -0.2584)
Cl (2.8258, 3.2902, -1.9918)
C (1.5194, 2.5109, 0.1893)
Cl (1.2464, 2.3172, 1.8728)
C (0.5503, 1.9042, -0.7322)
C (-0.4229, 2.7034, -1.3158)
N (-0.4972, 4.1188, -0.9341)
C (-0.9891, 4.3772, 0.1695)
O (-1.4342, 4.6158, 1.2176)
C (-1.3305, 2.2060, -2.2516)
C (-2.3951, 3.0648, -2.8817)
C (-3.7749, 2.8654, -2.2347)
C (-3.7765, 3.0712, -0.7487)
N (-3.5267, 1.8830, 0.0296)
O (-3.9990, 4.1415, -0.2501)
C (-1.2458, 0.8567, -2.5899)
C (-0.3140, 0.0406, -1.9734)
C (0.5841, 0.5533, -1.0442)
C (1.5541, -0.3921, -0.4256)
O (2.6990, -0.0868, -0.1931)
C (0.9759, -1.7275, -0.1480)
C (1.3035, -2.4124, 1.0096)
C (0.7111, -3.6328, 1.2706)
C (0.9976, -4.4247, 2.5304)
F (-0.1310, -4.6667, 3.2305)
F (1.5282, -5.6186, 2.1802)
C (1.9930, -3.8042, 3.5425)
F (3.1846, -3.6155, 2.9596)
F (2.1573, -4.7090, 4.5148)
C (1.5117, -2.4666, 4.2304)
F (0.3468, -2.0487, 3.7405)
F (1.3710, -2.6381, 5.5262)
F (2.4128, -1.5073, 4.0328)
C (-0.2064, -4.1696, 0.3593)
O (-0.8086, -5.3425, 0.6827)
N (-0.6109, -6.4827, -0.2707)
O (0.4029, -6.4532, -0.8015)
C (-0.5439, -3.4943, -0.8255)
S (-1.7605, -4.1762, -1.9131)
C (0.0636, -2.2617, -1.0616)
C (-0.2342, -1.4254, -2.2682)
O (-0.3485, -1.8542, -3.3835)
H (3.3526, 3.9275, 1.6277)
H (3.6668, 4.9959, 0.2376)
H (4.5520, 3.4881, 0.4006)
H (-2.5027, 2.7422, -3.9138)
H (-2.0947, 4.1061, -2.8356)
H (-4.4707, 3.5611, -2.6955)
H (-4.1400, 1.8603, -2.4348)
H (-4.2447, 1.8480, 0.7489)
H (-2.6529, 1.9801, 0.5388)
H (-1.9128, 0.4232, -3.3211)
H (2.0153, -1.9656, 1.6836)
H (-0.9340, -4.6101, -2.8722)
Ag (1.6385, 5.3637, -0.5255)

Cartesian forces (eV/Å) of the 6 atoms listed first:
C 0.17 -0.25 -0.27
C 0.26 -0.47 0.39
Cl 0.14 0.04 0.03
C 0.46 0.16 -0.21
Cl -0.13 -0.06 0.21
C -0.07 -0.25 -0.01

As for the relative energy (zero: lowest compared OMol25 entry of this formula, charge and spin): 0.0 kJ/mol. As for the spin multiplicity: 1. The calculation puts the molar mass at 782.202 u. Its charge is +1. The energy comes out at -100729.4699 eV. Its LUMO energy is -5.1 eV. The HOMO-LUMO gap is 6.56 eV.

Density functional theory data (ωB97M-V with the def2-TZVPD basis set) for an isolated molecule of C6H11NO in a non-equilibrium geometry.

CARTESIAN COORDINATES (ANGSTROEM)
C (-0.7544, -1.3838, -1.0047)
C (-1.4464, -0.9441, 0.0359)
C (-1.6744, 0.4993, 0.3721)
N (-1.8941, 1.3094, -0.7499)
O (-0.2759, 0.9327, 1.0827)
C (0.6615, 1.1736, 0.1140)
C (1.7148, 0.3426, -0.0456)
C (2.0663, -0.8178, 0.8127)
H (-0.4019, -0.7431, -1.7914)
H (-0.4803, -2.4206, -1.1001)
H (-1.7736, -1.6418, 0.7939)
H (-2.3980, 0.6537, 1.1759)
H (-0.8245, 1.4071, -1.2021)
H (-2.1541, 2.2451, -0.4602)
H (0.7538, 2.2039, -0.2522)
H (2.4037, 0.5505, -0.8585)
H (1.9294, -1.7536, 0.2639)
H (3.1140, -0.7632, 1.1118)
H (1.4342, -0.8497, 1.7016)

Cartesian forces (eV/Å) of the 6 atoms listed first:
C -0.16 0.04 0.02
C 0.08 0.08 0.37
C 1.59 -0.06 0.52
N 3.21 0.54 -1.59
O -1.40 -0.15 -0.78
C 1.50 -0.40 1.42

As for the relative energy (zero: lowest compared OMol25 entry of this formula, charge and spin): 306.5 kJ/mol. As for the spin multiplicity: 1. The calculation puts the molar mass at 113.160 u. Its charge is 0. The energy comes out at -9935.2774 eV. Its LUMO energy is 1.1 eV. The HOMO-LUMO gap is 9.93 eV.

Density functional theory data (ωB97M-V with the def2-TZVPD basis set) for a 3-piece molecular cluster, C46H45BN5O8S2 overall in a non-equilibrium geometry.

CARTESIAN COORDINATES (ANGSTROEM)
C (2.6415, 1.2902, 5.2311)
C (1.4504, 0.6611, 5.2060)
C (0.3015, 1.2389, 4.4092)
N (-0.3019, 2.3841, 4.7467)
B (0.0636, 3.2944, 5.9069)
N (1.2090, 4.1845, 5.8450)
O (-0.7164, 3.3372, 7.0480)
C (-1.3214, 2.5643, 3.7873)
C (-2.3001, 3.7634, 3.7321)
C (-2.0449, 4.5020, 2.3758)
C (-0.6008, 5.0574, 2.2475)
S (-0.2375, 5.3376, 0.4538)
C (1.5854, 5.4049, 0.3155)
S (2.5016, 4.0909, 0.6585)
N (2.1114, 6.6683, -0.1088)
C (3.1669, 7.1855, 0.7939)
C (4.5773, 7.2437, 0.1188)
O (4.8274, 6.0680, -0.6299)
C (3.9422, 5.9633, -1.7466)
C (2.5518, 6.6485, -1.5143)
C (-1.2317, 1.4873, 2.9080)
N (-2.0671, 1.2879, 1.7549)
C (-3.2090, 1.0618, 2.2076)
O (-4.2295, 0.8292, 2.7024)
N (-0.1928, 0.6390, 3.3107)
C (0.3390, -0.6106, 2.7250)
C (-0.7214, -1.5261, 2.0389)
O (-0.7514, -2.7879, 2.7173)
C (-0.5390, -3.8786, 1.8138)
C (-1.7549, -4.2094, 0.9081)
H (2.8852, 1.9092, 4.3461)
H (3.2858, 1.2162, 6.1182)
H (1.3333, -0.2975, 5.7399)
H (1.5423, 4.3121, 4.8920)
H (1.9625, 3.8772, 6.4546)
H (-0.9417, 4.2751, 7.1681)
H (-2.1378, 4.4634, 4.5772)
H (-3.3274, 3.3501, 3.8176)
H (-2.1877, 3.7595, 1.5610)
H (-2.8210, 5.2912, 2.2821)
H (-0.5257, 6.0478, 2.7365)
H (0.1796, 4.3491, 2.5995)
H (3.2083, 6.5957, 1.7297)
H (2.8989, 8.2345, 1.0628)
H (4.6937, 8.1753, -0.4847)
H (5.3295, 7.2864, 0.9365)
H (4.4429, 6.4602, -2.6157)
H (3.8496, 4.8931, -2.0196)
H (2.6291, 7.6958, -1.8706)
H (1.8077, 6.1112, -2.1339)
H (1.1958, -0.3333, 2.0813)
H (0.7622, -1.1985, 3.5681)
H (-0.3572, -1.7190, 1.0046)
H (-1.7526, -1.1361, 2.0603)
H (0.3856, -3.7263, 1.2140)
H (-0.3675, -4.7747, 2.4501)
H (-2.5400, -4.6705, 1.5473)
H (-1.4710, -4.9982, 0.1777)
H (-2.2098, -3.3344, 0.4059)
C (4.5258, -8.5245, 1.9016)
C (3.5425, -7.6228, 2.2977)
C (2.5968, -7.1815, 1.3860)
C (2.6363, -7.6305, 0.0703)
C (3.6372, -8.5165, -0.3320)
C (4.5737, -8.9699, 0.5902)
C (3.7239, -8.9690, -1.7460)
O (4.5915, -9.7420, -2.0951)
C (2.7327, -8.4491, -2.7234)
C (2.8322, -8.8162, -4.0605)
C (1.9054, -8.3479, -4.9787)
C (0.8688, -7.5173, -4.5633)
C (0.7682, -7.1438, -3.2327)
C (1.7040, -7.5999, -2.3102)
C (1.6064, -7.1647, -0.8941)
O (0.7025, -6.4348, -0.5300)
H (5.2588, -8.8756, 2.6175)
H (3.5139, -7.2664, 3.3202)
H (1.8299, -6.4841, 1.6986)
H (5.3430, -9.6672, 0.2840)
H (3.6350, -9.4647, -4.3874)
H (1.9878, -8.6313, -6.0207)
H (0.1414, -7.1582, -5.2808)
H (-0.0367, -6.4939, -2.9139)
C (-6.6610, 0.8393, -6.7062)
C (-6.0978, 1.9565, -7.3162)
C (-5.0171, 2.5975, -6.7312)
C (-4.5017, 2.1315, -5.5270)
C (-5.0823, 1.0246, -4.9029)
C (-6.1555, 0.3746, -5.5025)
C (-4.5754, 0.5434, -3.5924)
O (-5.0754, -0.4211, -3.0484)
C (-3.4474, 1.2707, -2.9519)
C (-2.9972, 0.8690, -1.6988)
C (-1.9380, 1.5300, -1.0961)
C (-1.3168, 2.5919, -1.7493)
C (-1.7653, 2.9993, -2.9957)
C (-2.8373, 2.3467, -3.5964)
C (-3.3319, 2.8159, -4.9185)
O (-2.7922, 3.7441, -5.4852)
H (-7.4996, 0.3345, -7.1696)
H (-6.5022, 2.3254, -8.2505)
H (-4.5783, 3.4630, -7.2109)
H (-6.5994, -0.4914, -5.0283)
H (-3.4772, 0.0404, -1.1904)
H (-1.5941, 1.2148, -0.1119)
H (-0.4849, 3.1034, -1.2814)
H (-1.2837, 3.8282, -3.4993)

Cartesian forces (eV/Å) of the 6 atoms listed first:
C -0.92 0.09 -0.33
C 0.19 0.20 -0.15
C 2.51 -1.90 0.49
N -0.89 -0.86 -1.54
B 0.61 1.10 1.41
N -0.83 -1.21 -1.12

As for the spin multiplicity: 1. The calculation puts the molar mass at 870.839 u. Its charge is +1. The energy comes out at -94603.3491 eV. Its LUMO energy is -3.1 eV. The HOMO-LUMO gap is 7.43 eV.